Formula: C40H86BN4O17
Source: the OMol25 dataset
Level of theory: wB97M-V/def2-TZVPD

Last columns: bonded neighbours and bond lengths (Å).
Element x y z (Å)
1 O -1.78861 1.28511 -0.58061  C2 1.198
2 C -1.56922 0.13742 -0.31693  O1 1.198, O3 1.328, C6 1.545
3 O -0.47452 -0.47569 -0.75283  C2 1.328, B4 1.454
4 B -0.49752 -1.85251 -0.28503  O3 1.454, O5 1.499, O8 1.482, O12 1.482
5 O -1.74237 -2.03598 0.52890  B4 1.499, C6 1.328
6 C -2.38432 -0.87306 0.51989  C2 1.545, O5 1.328, O7 1.194
7 O -3.40190 -0.61726 1.08876  C6 1.194
8 O 0.61548 -2.22236 0.62150  B4 1.482, C9 1.319
9 C 1.26366 -3.26733 0.14346  O8 1.319, O10 1.197, C11 1.517
10 O 2.26848 -3.73195 0.59846  C9 1.197
11 C 0.59055 -3.65675 -1.15897  C9 1.517, O12 1.328, O13 1.198
12 O -0.34140 -2.75607 -1.44910  B4 1.482, C11 1.328
13 O 0.93584 -4.57734 -1.84271  C11 1.198
14 C -0.84112 3.16827 2.47225  C15 1.527, H25 1.091, H26 1.097, H27 1.091
15 C -1.99064 4.17338 2.43626  C14 1.527, C16 1.535, N20 1.458, C24 1.563
16 C -1.35598 5.52211 2.06915  C15 1.535, C17 1.522, H28 1.097, H29 1.093
17 C -2.36452 6.61702 1.75410  C16 1.522, C18 1.538, H30 1.096, H31 1.095
18 C -3.23914 6.17540 0.56868  C17 1.538, C19 1.554, H32 1.088, H33 1.095
19 C -3.85257 4.76936 0.81579  C18 1.554, N20 1.448, C22 1.544, C23 1.545
20 N -2.90687 3.81681 1.35988  C15 1.458, C19 1.448, O21 1.403
21 O -3.41252 2.51535 1.49623  N20 1.403, H43 0.970
22 C -5.12339 4.90810 1.68203  C19 1.544, H34 1.092, H35 1.090, H36 1.088
23 C -4.32841 4.31015 -0.58007  C19 1.545, H37 1.095, H38 1.092, H39 1.091
24 C -2.63445 4.21303 3.85988  C15 1.563, H40 1.090, H41 1.092, H42 1.087
25 H -1.17512 2.14689 2.66122  C14 1.091
26 H -0.17357 3.41335 3.30705  C14 1.097
27 H -0.14928 3.16794 1.62817  C14 1.091
28 H -0.74003 5.76828 2.94239  C16 1.097
29 H -0.62045 5.31300 1.28795  C16 1.093
30 H -1.74861 7.52043 1.68564  C17 1.096
31 H -2.92625 6.84547 2.66539  C17 1.095
32 H -2.70551 6.28972 -0.37236  C18 1.088
33 H -3.99468 6.96535 0.62971  C18 1.095
34 H -4.88308 5.41870 2.61748  C22 1.092
35 H -5.80338 5.54271 1.11344  C22 1.090
36 H -5.53074 3.95061 2.00051  C22 1.088
37 H -3.51247 4.18561 -1.29923  C23 1.095
38 H -4.82463 3.33885 -0.63840  C23 1.092
39 H -4.99832 5.07552 -0.97559  C23 1.091
40 H -1.85555 4.43128 4.59033  C24 1.090
41 H -3.02784 3.19645 3.92084  C24 1.092
42 H -3.40361 4.96717 4.00185  C24 1.087
43 H -3.06362 2.07641 0.70489  O21 0.970
44 C 4.47460 -0.34808 6.43617  C45 1.510, H55 1.090, H56 1.092, H57 1.089
45 C 5.06244 -1.29498 5.41724  C44 1.510, C46 1.548, N50 1.447, C54 1.558
46 C 6.29452 -2.00357 6.03145  C45 1.548, C47 1.530, H58 1.098, H59 1.096
47 C 6.83794 -3.21204 5.26700  C46 1.530, C48 1.532, H60 1.090, H61 1.091
48 C 5.72088 -4.15361 4.80426  C47 1.532, C49 1.545, H62 1.093, H63 1.097
49 C 4.42546 -3.50191 4.27202  C48 1.545, N50 1.451, C52 1.566, C53 1.540
50 N 4.09802 -2.28768 4.99667  C45 1.447, C49 1.451, O51 1.426
51 O 2.85026 -1.74198 4.57543  N50 1.426, H73 0.974
52 C 4.59605 -3.23117 2.73867  C49 1.566, H64 1.091, H65 1.088, H66 1.091
53 C 3.29303 -4.53328 4.42853  C49 1.540, H67 1.092, H68 1.094, H69 1.088
54 C 5.64824 -0.46431 4.23618  C45 1.558, H70 1.091, H71 1.096, H72 1.096
55 H 3.86862 0.42954 5.97178  C44 1.090
56 H 5.32810 0.13615 6.91613  C44 1.092
57 H 3.87958 -0.87601 7.17997  C44 1.089
58 H 7.17314 -1.34730 6.07736  C46 1.098
59 H 6.14540 -2.16717 7.10463  C46 1.096
60 H 7.56501 -3.68159 5.92934  C47 1.090
61 H 7.35563 -2.79278 4.40302  C47 1.091
62 H 5.47271 -4.97684 5.47836  C48 1.093
63 H 6.13289 -4.74750 3.97944  C48 1.097
64 H 4.73162 -4.21554 2.28888  C52 1.091
65 H 3.74886 -2.77952 2.22686  C52 1.088
66 H 5.51294 -2.65870 2.59049  C52 1.091
67 H 3.44065 -5.50389 3.95016  C53 1.092
68 H 3.17398 -4.83300 5.47429  C53 1.094
69 H 2.37337 -4.08355 4.06038  C53 1.088
70 H 6.54021 -0.86655 3.75426  C54 1.091
71 H 5.96390 0.53377 4.56169  C54 1.096
72 H 4.94134 -0.21501 3.43706  C54 1.096
73 H 3.09720 -1.46264 3.67569  O51 0.974
74 C -6.63821 -3.42762 -4.16959  C75 1.528, H85 1.090, H86 1.092, H87 1.093
75 C -6.15892 -2.03740 -4.58414  C74 1.528, C76 1.552, N80 1.456, C84 1.573
76 C -6.51680 -1.10424 -3.39687  C75 1.552, C77 1.519, H88 1.091, H89 1.095
77 C -5.80340 0.23636 -3.41507  C76 1.519, C78 1.541, H90 1.090, H91 1.095
78 C -4.29515 -0.05330 -3.28764  C77 1.541, C79 1.522, H92 1.095, H93 1.092
79 C -3.75073 -0.95276 -4.38809  C78 1.522, N80 1.462, C82 1.555, C83 1.528
80 N -4.70915 -2.00866 -4.71218  C75 1.456, C79 1.462, O81 1.397
81 O -4.21637 -2.90879 -5.66083  N80 1.397, H103 0.970
82 C -3.45966 -0.10769 -5.66062  C79 1.555, H94 1.094, H95 1.089, H96 1.095
83 C -2.42787 -1.49899 -3.85351  C79 1.528, H97 1.095, H98 1.090, H99 1.096
84 C -6.83641 -1.53764 -5.91338  C75 1.573, H100 1.090, H101 1.086, H102 1.090
85 H -7.62109 -3.43832 -3.69801  C74 1.090
86 H -5.94358 -3.86357 -3.44885  C74 1.092
87 H -6.62393 -4.13727 -5.00038  C74 1.093
88 H -7.59983 -1.06057 -3.27695  C76 1.091
89 H -6.13479 -1.60620 -2.50167  C76 1.095
90 H -6.21313 0.80977 -2.58295  C77 1.090
91 H -5.92912 0.80236 -4.34384  C77 1.095
92 H -4.20514 -0.48040 -2.28340  C78 1.095
93 H -3.80856 0.91841 -3.17875  C78 1.092
94 H -3.01147 -0.67227 -6.48309  C82 1.094
95 H -4.34796 0.42151 -6.00276  C82 1.089
96 H -2.63833 0.59443 -5.48374  C82 1.095
97 H -1.73186 -0.65917 -3.75587  C83 1.095
98 H -2.55599 -2.07318 -2.93562  C83 1.090
99 H -1.77716 -2.15659 -4.44121  C83 1.096
100 H -7.79495 -1.06070 -5.70826  C84 1.090
101 H -6.85761 -2.41284 -6.55616  C84 1.086
102 H -6.21859 -0.70873 -6.25746  C84 1.090
103 H -4.31337 -2.52699 -6.54734  O81 0.970
104 C 5.09651 0.59792 -0.18772  C105 1.555, H115 1.091, H116 1.089, H117 1.086
105 C 3.97524 1.50921 -0.76286  C104 1.555, C106 1.567, N110 1.474, C114 1.554
106 C 4.66058 2.90624 -0.94773  C105 1.567, C107 1.530, H118 1.096, H119 1.093
107 C 3.99036 3.93534 -1.86017  C106 1.530, C108 1.538, H120 1.088, H121 1.092
108 C 3.68915 3.27188 -3.21466  C107 1.538, C109 1.529, H122 1.098, H123 1.092
109 C 2.92762 1.95069 -3.09854  C108 1.529, N110 1.439, C112 1.575, C113 1.536
110 N 3.57969 1.11344 -2.12635  C105 1.474, C109 1.439, O111 1.414
111 O 3.00124 -0.17503 -2.05249  N110 1.414, H133 0.974
112 C 1.45586 2.39110 -2.75021  C109 1.575, H124 1.097, H125 1.092, H126 1.087
113 C 2.88089 1.32032 -4.49890  C109 1.536, H127 1.087, H128 1.092, H129 1.090
114 C 2.78722 1.70077 0.22017  C105 1.554, H130 1.091, H131 1.088, H132 1.088
115 H 5.30342 0.84662 0.85437  C104 1.091
116 H 5.95793 0.95422 -0.75147  C104 1.089
117 H 4.95975 -0.47621 -0.27403  C104 1.086
118 H 4.79210 3.29422 0.06848  C106 1.096
119 H 5.68396 2.76987 -1.30554  C106 1.093
120 H 4.66793 4.77289 -2.01548  C107 1.088
121 H 3.00564 4.26335 -1.52058  C107 1.092
122 H 4.66922 3.16320 -3.69676  C108 1.098
123 H 3.15408 4.01397 -3.81140  C108 1.092
124 H 0.95616 1.49262 -2.36702  C112 1.097
125 H 1.33341 3.04940 -1.88713  C112 1.092
126 H 0.87883 2.85485 -3.54655  C112 1.087
127 H 2.42020 1.99091 -5.22042  C113 1.087
128 H 3.90823 1.09914 -4.79412  C113 1.092
129 H 2.33335 0.37798 -4.47722  C113 1.090
130 H 2.10612 0.85529 0.11440  C114 1.091
131 H 2.27117 2.61309 -0.07071  C114 1.088
132 H 3.21522 1.73445 1.21949  C114 1.088
133 H 2.04666 -0.02155 -1.93532  O111 0.974
134 O 2.61331 -7.25665 -1.04860  H135 0.966, H136 0.962
135 H 2.90248 -6.46307 -1.51835  O134 0.966
136 H 3.40370 -7.58301 -0.60683  O134 0.962
137 O -3.50557 -3.78220 1.78884  H138 0.963, H139 0.975
138 H -3.12609 -4.66669 1.77449  O137 0.963
139 H -2.76648 -3.19327 1.54901  O137 0.975
140 O -0.20776 -7.08099 -0.31642  H141 0.961, H142 0.968
141 H -0.20121 -7.81098 0.30893  O140 0.961
142 H 0.71579 -6.79494 -0.36954  O140 0.968
143 O -4.03890 0.17311 3.63222  H144 0.961, H145 0.978
144 H -3.19072 0.14551 4.08401  O143 0.961
145 H -3.81210 0.27755 2.68677  O143 0.978
146 O 1.28414 -3.18618 -4.22429  H147 0.961, H148 0.969
147 H 1.30371 -2.51764 -3.53414  O146 0.961
148 H 1.02268 -3.99792 -3.76501  O146 0.969

Computed properties:
DFT total energy: -3098.775923 a.u.
strongest force on any atom: 2.9 eV/A
LUMO level: 2.160 eV
relative energy (zero: lowest compared OMol25 entry of this formula, charge and spin): 43.53 kcal per mole
charge: -1
multiplicity: 1